Entry 1:
{"formula": "C18H56O18", "method": "ωB97M-V/def2-TZVPD", "relative_energy_kcal_mol": 17.6, "e_homo_ev": -9.69, "lumo_ev": 0.22, "max_force_ev_per_a": 3.839, "species": ["O", "O", "O", "O", "O", "O", "O", "O", "O", "O", "O", "O", "O", "O", "O", "O", "O", "O", "C", "C", "C", "C", "C", "C", "C", "C", "C", "C", "C", "C", "C", "C", "C", "C", "C", "C", "H", "H", "H", "H", "H", "H", "H", "H", "H", "H", "H", "H", "H", "H", "H", "H", "H", "H", "H", "H", "H", "H", "H", "H", "H", "H", "H", "H", "H", "H", "H", "H", "H", "H", "H", "H", "H", "H", "H", "H", "H", "H", "H", "H", "H", "H", "H", "H", "H", "H", "H", "H", "H", "H", "H", "H"], "positions_angstrom": [[0.4396, -2.8010, -3.3982], [-2.8514, -4.5521, 0.2038], [-1.8243, 2.2708, -0.0112], [-4.2299, 3.2030, -1.4359], [0.4160, -0.1402, 3.3370], [-2.4366, -1.4862, -0.2303], [1.9671, -2.9343, 4.6791], [1.5425, -3.5760, 1.7275], [-1.3240, -3.8244, 2.6435], [-3.0997, 1.6043, -3.6624], [1.4987, -1.0710, 0.8953], [0.4253, 2.1981, 1.5306], [3.2711, 4.0428, -1.3297], [2.4839, 1.6439, -0.1934], [0.3443, 3.6972, -1.5763], [-0.4322, 1.4172, -3.5424], [6.1961, 3.3658, -1.5089], [-3.7713, -2.1969, 2.1497], [-2.8642, -2.1245, 3.2958], [1.7583, -4.2348, 4.1777], [-0.6392, -2.9358, -4.4369], [0.3663, 2.2733, 2.9147], [-2.5431, 0.3342, -3.5783], [-1.4160, -2.4697, 3.0084], [2.5025, -0.8978, -0.0964], [-1.2358, 0.4991, -2.8050], [5.6858, 4.3306, -0.5752], [-3.1581, 2.4634, 0.4758], [1.1079, 1.1172, 3.5040], [0.7215, 4.3914, -2.7930], [-2.1957, -3.8747, -0.8639], [-4.1833, 2.1072, -0.5679], [-1.5627, -2.5156, -0.5337], [4.4116, 4.8733, -0.9423], [2.2412, -4.4020, 2.7557], [2.3489, 0.4372, -0.9167], [-2.8817, -1.6599, 0.6050], [5.7077, 3.8136, 0.3588], [2.2894, -4.9489, 4.8033], [1.5533, -2.2975, 4.0772], [6.3304, 5.1949, -0.4853], [-1.4001, 0.8659, -1.7862], [-0.1775, 4.5145, -3.4202], [-0.2433, -3.0156, -5.4651], [-4.3490, 2.8409, -2.3381], [2.2620, -5.4886, 2.4528], [-0.6207, 2.3978, 3.2819], [-1.6925, 3.0240, -0.6182], [0.5856, -0.3245, 2.3844], [-2.4575, -0.0610, -4.5914], [-0.7838, -0.4460, -2.7017], [3.2279, -3.8734, 2.7694], [4.0626, 5.4305, -0.0481], [4.6005, 5.5795, -1.7439], [3.5343, -0.8914, 0.3063], [1.0659, 5.4217, -2.6112], [-3.2352, -2.8454, 4.0304], [-0.7700, -2.2629, 3.8664], [-1.5283, -4.6600, -1.2853], [1.2171, 1.2825, 4.5542], [-0.4669, 2.2153, 1.0266], [0.0183, 1.9754, -2.8426], [-2.9532, -3.6437, -1.6073], [-1.1935, -1.7281, 2.2320], [-5.1344, 2.0210, -0.0474], [1.4531, -2.0359, 1.0659], [-3.7322, -4.1772, 0.4153], [-0.8452, -2.6358, 0.3007], [5.4279, 2.9283, -1.8853], [1.7429, 1.7630, 0.4629], [2.4104, -1.6269, -0.9154], [-4.6620, -1.9891, 2.3529], [-3.2567, -0.2983, -2.9714], [-3.9181, 1.1629, -1.1366], [-3.1791, 1.9053, 1.4138], [0.6311, -3.9189, 1.6537], [2.1781, 1.0609, 3.1390], [-1.2896, -3.7601, -4.1324], [-2.9312, -1.0813, 3.7155], [3.3445, 3.2081, -0.8251], [-0.9758, -2.2781, -1.3912], [1.3667, 0.4373, -1.3709], [0.9621, 3.1463, 3.1959], [0.8329, -3.7036, -3.2888], [0.7017, -4.4909, 4.2529], [-2.3177, 2.1801, -3.7566], [-1.2151, -2.0120, -4.3999], [3.1910, 0.5545, -1.6275], [1.5214, 3.8699, -3.3286], [-3.2681, 3.5466, 0.7417], [-1.8399, -4.1004, 1.8822], [1.1385, 3.6820, -1.0199]], "lowdin_charge": [-0.17, -0.09, -0.11, -0.07, -0.10, -0.04, -0.05, -0.12, -0.06, -0.09, -0.10, -0.10, -0.09, -0.12, -0.15, -0.07, -0.05, -0.08, -0.18, -0.27, -0.09, -0.25, -0.25, -0.25, -0.20, -0.24, -0.27, -0.21, -0.22, -0.14, -0.21, -0.26, -0.26, -0.23, -0.16, -0.20, 0.04, 0.11, 0.12, 0.06, 0.13, 0.11, 0.09, 0.08, 0.08, 0.14, 0.12, 0.09, 0.05, 0.11, 0.07, 0.14, 0.13, 0.13, 0.12, 0.08, 0.12, 0.12, 0.13, 0.11, 0.10, 0.08, 0.11, 0.10, 0.11, 0.03, 0.10, 0.10, 0.07, 0.07, 0.12, 0.08, 0.13, 0.13, 0.12, 0.07, 0.14, 0.07, 0.14, 0.05, 0.08, 0.10, 0.12, 0.09, 0.11, 0.09, 0.05, 0.13, 0.08, 0.14, 0.05, 0.05]}

Entry 2:
{"formula": "C18H56O19", "method": "ωB97M-V/def2-TZVPD", "relative_energy_kcal_mol": 88.0, "e_homo_ev": -9.71, "lumo_ev": -0.29, "max_force_ev_per_a": 4.455, "species": ["O", "O", "O", "O", "O", "O", "O", "O", "O", "O", "O", "O", "O", "O", "O", "O", "O", "O", "O", "C", "C", "C", "C", "C", "C", "C", "C", "C", "C", "C", "C", "C", "C", "C", "C", "C", "C", "H", "H", "H", "H", "H", "H", "H", "H", "H", "H", "H", "H", "H", "H", "H", "H", "H", "H", "H", "H", "H", "H", "H", "H", "H", "H", "H", "H", "H", "H", "H", "H", "H", "H", "H", "H", "H", "H", "H", "H", "H", "H", "H", "H", "H", "H", "H", "H", "H", "H", "H", "H", "H", "H", "H", "H"], "positions_angstrom": [[-4.5486, 0.3268, 1.5300], [-1.9298, -4.0181, -0.7011], [4.6359, 1.0797, 3.4443], [0.5927, -4.2974, -2.6263], [0.3175, 1.1571, -4.8506], [2.8436, -4.9310, 0.2975], [0.1035, 5.4314, 2.1200], [0.6048, -2.8979, 2.4636], [1.7501, -0.1173, 1.5900], [-2.3029, 2.5153, -0.2435], [-0.5970, -1.3171, 0.1873], [-1.8537, -1.3525, -2.1827], [1.7862, 0.3294, -1.1554], [-1.6651, 2.2966, 5.0149], [-0.0953, 1.9711, 1.1507], [1.5903, -1.0103, -3.4658], [-0.8296, -0.8010, 3.1648], [2.7220, 3.6910, -1.8263], [-2.8396, 1.1673, -3.0386], [0.5414, 3.1448, 1.6694], [-1.4769, 1.4069, -3.2053], [2.7480, 2.3585, -1.3022], [1.5394, 1.6382, -1.5973], [-3.4068, 2.2679, 0.5500], [-3.0352, -3.1185, -0.7323], [1.1304, -2.2689, -3.6910], [-3.5744, 0.7052, 0.5669], [-1.8047, 1.3111, 4.0069], [1.2622, -3.0879, -2.4515], [-0.3884, 4.3325, 1.3253], [-0.5913, 0.2477, 4.0269], [2.3814, -3.8158, 0.9692], [-1.0248, 1.1255, -4.6299], [3.3085, 1.1699, 2.8833], [2.7347, -0.2324, 2.5661], [-2.8714, -2.3972, -2.0766], [0.9567, -3.9343, 1.5599], [-4.3235, 2.8162, 0.2239], [-4.0345, -3.5621, -0.7210], [0.5960, 1.2611, 1.2931], [-0.3842, 4.5594, 0.3022], [2.5945, -2.9582, 0.2622], [3.6278, 1.8315, -1.6842], [-2.8609, 0.8943, 3.9302], [-3.8168, 0.2607, -0.4381], [-1.4223, 4.1201, 1.6899], [-1.2130, -1.1609, -0.5309], [1.2318, -5.0291, -2.4319], [0.0313, -2.1033, -3.9598], [0.6434, 0.3503, -4.4329], [5.3678, 0.8772, 2.8187], [-0.9163, 1.0597, -2.3644], [-0.7558, 2.4145, 5.0984], [-1.7202, 1.8050, 3.0527], [3.5257, -0.7577, 1.9925], [2.1406, -0.0592, 0.7541], [-2.6600, -3.1808, -2.8026], [-3.8238, -1.9886, -2.2885], [3.1496, -3.5970, 1.7307], [1.5068, 1.6810, -2.6765], [-3.2333, 2.6792, 1.5437], [2.3537, -0.6928, 3.4969], [-4.3108, -0.4207, 1.9663], [2.7762, 2.3957, -0.2245], [3.7575, -4.7086, -0.0117], [0.6592, -4.8581, 2.0481], [1.4630, 3.3598, 1.2297], [0.6709, 2.2453, -1.2301], [2.2956, -3.3596, -2.2223], [0.8041, -2.6512, -1.5517], [-1.1917, 2.3665, -2.9991], [0.1731, -0.7586, 0.1204], [-1.4683, 0.1573, -4.8125], [0.7052, 3.0878, 2.6831], [-3.0857, 1.4306, -2.1678], [-3.0660, -2.4056, 0.0537], [2.5233, -1.1706, -3.6281], [-0.6342, 5.7048, 2.7318], [2.5507, 1.5925, 3.4989], [-2.6161, 0.3048, 0.8175], [-0.8502, -0.5748, 2.2628], [-1.4798, 2.1528, 0.0919], [-1.5934, 1.7774, -5.2573], [0.2852, -2.0920, 2.0161], [1.5037, -0.2457, -1.9071], [3.5493, 4.0199, -1.4789], [-1.1075, -3.5770, -1.0396], [0.4220, -3.8064, 0.5955], [3.4785, 1.7376, 1.9705], [-1.9497, -0.7191, -2.9389], [0.3632, 0.6374, 3.7659], [1.6213, -2.7871, -4.4688], [-0.5664, -0.4317, 4.9175]], "lowdin_charge": [-0.02, -0.07, -0.08, -0.05, -0.02, -0.08, -0.08, -0.08, -0.10, -0.09, -0.02, -0.12, -0.07, -0.04, -0.11, -0.06, -0.07, -0.03, -0.02, -0.19, -0.29, -0.27, -0.28, -0.23, -0.21, -0.24, -0.20, -0.19, -0.27, -0.19, -0.20, -0.29, -0.26, -0.21, -0.20, -0.18, -0.20, 0.14, 0.13, 0.07, 0.10, 0.11, 0.14, 0.14, 0.12, 0.12, 0.00, 0.12, 0.15, 0.05, 0.10, 0.09, 0.04, 0.06, 0.13, 0.03, 0.13, 0.10, 0.11, 0.12, 0.10, 0.14, 0.02, 0.09, 0.11, 0.13, 0.09, 0.14, 0.13, 0.10, 0.10, 0.01, 0.11, 0.09, 0.05, 0.09, 0.13, 0.11, 0.10, 0.08, 0.01, 0.03, 0.13, 0.03, 0.07, 0.08, 0.06, 0.09, 0.11, 0.07, 0.08, 0.12, 0.15]}

Entry 3:
{"formula": "C18H58AgO18", "method": "ωB97M-V/def2-TZVPD", "e_homo_ev": -11.72, "lumo_ev": -1.83, "charge": 1, "max_force_ev_per_a": 3.129, "species": ["Ag", "O", "O", "O", "O", "O", "O", "O", "O", "O", "O", "O", "O", "O", "O", "O", "O", "O", "O", "C", "C", "C", "C", "C", "C", "C", "C", "C", "C", "C", "C", "C", "C", "C", "C", "C", "C", "H", "H", "H", "H", "H", "H", "H", "H", "H", "H", "H", "H", "H", "H", "H", "H", "H", "H", "H", "H", "H", "H", "H", "H", "H", "H", "H", "H", "H", "H", "H", "H", "H", "H", "H", "H", "H", "H", "H", "H", "H", "H", "H", "H", "H", "H", "H", "H", "H", "H", "H", "H", "H", "H", "H", "H", "H", "H"], "positions_angstrom": [[-0.6002, -0.4173, -0.1941], [-2.3230, -2.7655, -4.1042], [-4.4938, 1.4886, -2.8706], [0.1581, -1.3742, 1.9858], [0.9488, -0.9061, -2.0832], [-2.8362, -2.1223, 2.2830], [-1.9125, 1.4622, -2.0320], [3.2110, -2.0206, -0.4236], [2.3780, 3.6516, -0.6091], [2.4153, 1.6426, 5.4591], [2.8118, -1.5430, 2.6237], [0.8197, 1.3478, 0.4011], [-2.5504, 0.4840, 1.0972], [-0.5687, -0.5557, -5.0276], [-1.2716, 3.0873, 0.3319], [-1.9722, -2.2120, -1.2678], [2.1062, 0.7999, -4.4114], [4.5777, 0.7562, 3.5753], [0.1527, 1.5780, 7.2770], [-3.0243, -2.8976, -0.6421], [-0.4262, -2.4341, 2.7001], [-3.5807, -2.0860, -4.0839], [-1.1256, 2.2519, -2.8213], [-1.9759, 1.4639, 2.0315], [4.0279, -1.6557, 3.4177], [-5.0791, 2.3986, -1.9090], [2.1458, -2.7839, -0.9113], [2.8060, 2.2749, -0.6713], [-1.8326, -2.1768, 3.2835], [1.5616, -2.2022, -2.2318], [5.0035, -0.4981, 3.1921], [1.2689, 0.8030, 5.2486], [2.2392, 1.4310, 0.4627], [1.6176, 0.4678, -5.6682], [0.7159, -0.8206, -5.6573], [0.0504, 1.5421, 5.8759], [-2.0849, 2.8828, 1.4801], [-2.5849, -3.5437, 0.1179], [-1.7195, -2.1829, -4.5711], [-2.7120, -1.2767, 1.8458], [-4.7738, 2.1383, -0.8955], [3.2210, 1.2841, 5.0799], [-3.0742, 3.1543, 1.1118], [-0.0854, 2.1830, -2.5030], [5.2422, 1.4365, 3.4441], [2.5480, 1.8728, 1.4101], [1.0280, 1.9097, 7.4902], [3.8862, 2.2494, -0.5283], [1.0365, 0.6431, 4.1958], [-0.9233, 1.1190, 5.6290], [0.5023, 2.2518, 0.4618], [-1.7024, 2.6331, -0.3959], [3.6873, -1.6504, 4.4531], [-1.0369, 2.0166, -3.8819], [-3.9933, -2.1787, -5.0885], [0.0186, 2.5645, 5.4994], [5.8817, -0.7064, 3.8032], [2.4617, 1.9349, -1.6480], [-0.9132, 1.3176, 2.2244], [-1.4264, 3.2878, -2.6645], [0.2284, -2.7319, 3.5191], [2.4372, 0.4102, -6.3845], [-4.2394, -2.5619, -3.3574], [-1.9336, -2.4588, -2.1947], [-2.8061, 1.4757, -2.3827], [0.4609, -1.0406, -6.6940], [1.3810, -3.0585, -0.1848], [-0.4628, -3.3193, 2.0651], [-3.5840, -1.0264, -3.8282], [4.5415, -2.5983, 3.2290], [1.0600, 1.3447, -5.9972], [2.7263, 0.4572, 0.4135], [-2.5132, 1.4649, 2.9799], [-1.6316, 3.5690, 2.1955], [3.9951, -2.0604, -0.9760], [-6.1463, 2.5358, -2.0831], [1.0568, -1.2313, 2.2916], [1.4399, -0.1786, 5.6905], [-3.6566, -3.3838, -1.3850], [-3.4920, 0.6674, 1.0609], [1.0328, -0.4802, -2.9395], [2.4423, 1.6972, -4.4700], [2.5877, -3.7399, -1.1919], [2.3532, -2.1858, -2.9809], [5.2990, -0.2846, 2.1649], [-5.0486, 0.7059, -2.8356], [-0.9037, 0.2898, -5.3351], [-2.0784, -2.9243, 4.0377], [3.1528, -1.5251, 1.7265], [2.5307, 4.0503, 0.2507], [1.1429, -1.6946, -5.1656], [-4.6488, 3.3831, -2.0922], [-3.7090, -2.2377, -0.1093], [-1.7221, -1.2583, 3.8600], [0.7810, -2.8715, -2.5936]], "lowdin_charge": [0.81, -0.12, -0.13, -0.12, -0.11, -0.07, -0.14, -0.07, -0.07, -0.07, -0.09, -0.12, -0.12, -0.10, -0.08, -0.16, -0.07, -0.07, -0.06, -0.14, -0.23, -0.13, -0.16, -0.18, -0.15, -0.10, -0.22, -0.21, -0.21, -0.20, -0.25, -0.22, -0.21, -0.23, -0.15, -0.25, -0.20, 0.08, 0.04, 0.02, 0.07, 0.04, 0.12, 0.08, 0.11, 0.12, 0.08, 0.12, 0.09, 0.11, 0.06, 0.04, 0.13, 0.07, 0.09, 0.11, 0.13, 0.11, 0.10, 0.10, 0.12, 0.12, 0.07, 0.04, 0.03, 0.12, 0.12, 0.12, 0.07, 0.13, 0.12, 0.10, 0.13, 0.13, 0.11, 0.09, 0.03, 0.12, 0.08, 0.10, 0.04, 0.10, 0.12, 0.12, 0.12, 0.09, 0.08, 0.12, 0.05, 0.09, 0.12, 0.09, 0.07, 0.11, 0.12]}

Entry 4:
{"formula": "C18H58N2O11", "method": "ωB97M-V/def2-TZVPD", "relative_energy_kcal_mol": 22.9, "e_homo_ev": -9.61, "lumo_ev": -0.03, "max_force_ev_per_a": 9.563, "species": ["O", "O", "O", "O", "O", "O", "O", "O", "O", "O", "O", "N", "N", "C", "C", "C", "C", "C", "C", "C", "C", "C", "C", "C", "C", "C", "C", "C", "C", "C", "C", "H", "H", "H", "H", "H", "H", "H", "H", "H", "H", "H", "H", "H", "H", "H", "H", "H", "H", "H", "H", "H", "H", "H", "H", "H", "H", "H", "H", "H", "H", "H", "H", "H", "H", "H", "H", "H", "H", "H", "H", "H", "H", "H", "H", "H", "H", "H", "H", "H", "H", "H", "H", "H", "H", "H", "H", "H", "H"], "positions_angstrom": [[16.9630, 3.5570, 18.4830], [18.9370, 0.2700, 26.7250], [21.2370, -1.8580, 21.2430], [14.3740, 3.1590, 23.9300], [18.7540, 3.0430, 25.9320], [19.9090, 4.6470, 23.7740], [19.4790, 6.6810, 19.1400], [19.6680, 2.7660, 21.7110], [19.6530, 2.5460, 18.9030], [22.9060, 0.4540, 20.9750], [24.4470, 5.4820, 21.1890], [18.8590, -0.7900, 24.5680], [17.2710, 0.5810, 25.0990], [18.3830, -0.0010, 25.4220], [20.1100, -1.8380, 20.4500], [24.0250, 4.3580, 21.9690], [16.5850, 2.5700, 19.3780], [17.9340, 5.0710, 26.9270], [20.9690, 5.1170, 24.5340], [18.1320, 3.5810, 27.0390], [19.5450, -3.2170, 20.3610], [19.1250, 6.0100, 20.3150], [15.7080, 3.3540, 24.3440], [20.6460, 1.5850, 18.6420], [22.7480, 3.8700, 21.2750], [19.7550, 1.6350, 22.5120], [23.8750, 0.2960, 22.0560], [21.8890, 3.9780, 24.9750], [23.1900, -0.1550, 23.3420], [16.6820, 3.1020, 23.2780], [20.2720, 0.9840, 17.3410], [24.7080, 3.5650, 21.7960], [20.6980, 0.8840, 19.4190], [19.4100, 4.0850, 24.3610], [20.5340, 5.5010, 25.4480], [16.7840, 0.5210, 24.2220], [17.8100, 3.3560, 18.1240], [16.7920, 2.0310, 22.9450], [20.1070, 3.4490, 22.2660], [24.6310, -0.4210, 21.8960], [18.6720, -3.3910, 19.7700], [17.4380, 2.2010, 19.9820], [17.6680, 3.5510, 23.6190], [15.9920, 2.6340, 25.0650], [23.9790, -0.3280, 24.1250], [22.8740, 4.3600, 25.2910], [16.4790, 3.7140, 22.3540], [18.3640, -1.0780, 23.6930], [15.8870, 4.4140, 24.6800], [21.6410, -0.9640, 21.3710], [22.3850, 0.6250, 23.7410], [17.2800, 5.4780, 27.7720], [19.8330, 5.2010, 20.5800], [21.9940, 3.2580, 24.1870], [19.8080, 2.8490, 19.8170], [19.8040, -1.1580, 24.6550], [19.1010, 6.6540, 21.2170], [18.4960, 3.2100, 27.9810], [22.2700, 3.0820, 21.8240], [23.4170, 0.7280, 20.2120], [17.5040, 5.3620, 25.9270], [23.7500, 6.1230, 20.9870], [24.3670, 1.2930, 22.2490], [23.9910, 4.5260, 23.0450], [21.8480, 4.5390, 21.3410], [18.7760, 1.1480, 22.3950], [20.4860, 0.9200, 22.2210], [15.8760, 2.9540, 20.1470], [20.9580, 0.1150, 17.0800], [19.7650, 1.9350, 23.5640], [21.3230, 3.4730, 25.7600], [19.5080, -1.0190, 20.9460], [22.8500, 3.5380, 20.2560], [19.2260, -3.4480, 21.3810], [18.1250, 5.5970, 20.2650], [20.3570, -1.5120, 19.3860], [21.5040, 5.9040, 23.9940], [22.7690, -1.1370, 23.1790], [18.7090, 2.0820, 26.0120], [18.8520, 7.4100, 18.9120], [20.3650, 1.6990, 16.5860], [17.1300, 3.1880, 26.9620], [16.7380, 1.0630, 25.7800], [18.8400, 5.7100, 26.9960], [19.2760, 0.5230, 17.3100], [20.3390, -3.8610, 19.9720], [16.1760, 1.6380, 18.9060], [14.1990, 2.2110, 23.7850], [21.5570, 2.0970, 18.6260]], "lowdin_charge": [-0.10, -0.15, -0.11, -0.05, -0.11, -0.09, -0.12, -0.14, -0.09, -0.10, -0.08, 0.20, 0.18, -0.60, -0.38, -0.27, -0.20, -0.08, -0.30, -0.33, -0.08, -0.18, -0.35, -0.33, -0.08, -0.16, -0.27, -0.07, -0.09, -0.10, -0.08, 0.08, 0.07, 0.02, 0.09, 0.11, 0.04, 0.07, 0.05, 0.10, 0.07, 0.06, 0.08, 0.06, 0.09, 0.09, 0.10, 0.15, 0.14, 0.04, 0.11, 0.10, 0.06, 0.04, 0.05, 0.14, 0.08, 0.12, 0.03, 0.09, 0.08, 0.09, 0.11, 0.10, 0.08, 0.06, 0.05, 0.07, 0.10, 0.08, 0.07, 0.11, 0.08, 0.07, 0.07, 0.12, 0.12, 0.05, 0.03, 0.10, 0.05, 0.09, 0.10, 0.07, 0.09, 0.09, 0.08, 0.09, 0.09]}